(1)
{"formula": "C45H58F3N9SSbSnTe", "method": "ωB97M-V/def2-TZVPD", "symbols": ["Sn", "C", "N", "C", "C", "N", "C", "S", "C", "C", "C", "C", "C", "N", "H", "H", "H", "H", "H", "H", "H", "H", "H", "C", "N", "C", "C", "N", "C", "C", "C", "C", "C", "C", "C", "C", "C", "N", "C", "N", "C", "C", "N", "C", "C", "C", "N", "C", "C", "H", "H", "H", "H", "H", "H", "H", "H", "H", "H", "H", "H", "H", "H", "H", "H", "H", "H", "H", "H", "H", "H", "H", "H", "H", "H", "H", "H", "H", "H", "F", "C", "F", "F", "C", "Sb", "C", "C", "H", "H", "H", "H", "H", "H", "H", "H", "H", "Te", "C", "C", "C", "C", "C", "C", "C", "C", "C", "C", "C", "C", "H", "H", "H", "H", "H", "H", "H", "H", "H", "H"], "coordinates": [[0.049402, 0.114022, 0.673614], [0.284261, -6.690946, 1.209469], [1.077967, -6.145615, 0.068338], [2.136903, -6.786319, -0.479834], [2.596274, -6.017224, -1.497857], [1.821438, -4.871303, -1.503883], [0.824281, -4.950453, -0.508411], [-0.342726, -3.905112, 0.136847], [1.751062, -3.879890, -2.573297], [1.113491, -2.644818, -2.388553], [1.156950, -1.790986, -3.483111], [1.830286, -2.131533, -4.622736], [2.423669, -3.397872, -4.670637], [2.396795, -4.259881, -3.643988], [0.672531, -7.743464, 1.376385], [-0.753258, -6.823482, 0.820938], [0.327910, -6.028150, 2.047310], [2.405718, -7.808593, -0.252964], [3.210823, -6.301922, -2.305748], [0.657963, -2.405553, -1.476973], [0.717049, -0.842420, -3.382587], [1.913150, -1.466130, -5.454634], [2.919624, -3.699707, -5.573054], [0.196318, 3.177179, -0.994314], [1.047956, 2.755052, 0.120763], [2.499196, 2.757112, -0.001407], [0.628321, 2.964275, 1.467984], [0.061053, 1.946857, 2.014881], [-0.437331, 1.828247, 3.366217], [-1.391454, 2.734000, 3.799590], [-2.002286, 2.623327, 5.055389], [-1.636348, 1.608265, 5.870332], [-0.688377, 0.612733, 5.517474], [-0.487576, -0.503391, 6.319474], [0.356648, -1.468406, 5.908977], [1.061027, -1.325665, 4.700235], [0.936797, -0.242160, 3.858881], [1.580116, -0.260536, 2.598172], [2.883985, -0.512016, 2.476031], [3.294814, -1.215584, 1.395555], [4.572334, -0.941605, 0.733719], [2.603040, -2.442634, 0.949631], [3.822070, 0.076774, 3.235772], [5.046509, -0.643350, 3.559045], [3.455116, 1.205471, 4.083269], [-0.020256, 0.751244, 4.219191], [1.058122, 4.107599, 2.066301], [1.011700, 4.444507, 3.449959], [1.171915, 5.346794, 1.286328], [0.338967, 4.257942, -1.306112], [-0.843962, 3.013537, -0.727810], [0.403535, 2.489000, -1.811149], [2.913649, 3.794774, 0.168526], [2.799591, 2.406616, -0.969911], [2.942491, 2.088740, 0.759729], [-1.705391, 3.523938, 3.118775], [-2.787628, 3.311672, 5.333894], [-2.284473, 1.452517, 6.778559], [-0.980940, -0.535654, 7.284958], [0.527139, -2.318958, 6.554774], [1.793810, -2.124180, 4.502118], [4.946003, 0.048387, 1.098862], [4.404947, -0.910492, -0.366420], [5.259344, -1.789758, 0.954317], [1.560114, -2.370945, 1.302496], [3.158754, -3.359137, 1.300245], [2.688077, -2.452153, -0.126444], [4.976021, -1.658949, 3.113180], [5.089721, -0.716826, 4.687619], [5.909909, -0.102406, 3.183367], [2.721167, 1.794588, 3.593581], [4.376126, 1.777560, 4.225668], [3.090081, 0.847080, 5.069128], [1.206133, 3.584835, 4.100826], [0.132933, 4.952980, 3.728602], [1.827081, 5.123144, 3.687734], [1.460613, 5.193156, 0.270315], [1.948546, 5.948630, 1.762637], [0.227787, 5.855921, 1.238373], [-1.810366, -3.099291, -4.664025], [-2.454987, -2.684883, -3.624726], [-1.688992, 0.998785, -0.080334], [-3.697358, -2.707889, -4.071888], [-2.401931, -2.451246, 3.438132], [-2.300900, -0.718222, 2.189621], [-3.704070, 0.419443, 3.244814], [-3.524909, -1.364278, 0.622995], [-3.447881, -2.711250, 3.443850], [-1.963244, -2.286982, 4.459596], [-1.839699, -3.215345, 2.999279], [-4.569800, -0.186448, 3.164960], [-3.852700, 1.407473, 2.868977], [-3.243741, 0.532643, 4.237565], [-4.342831, -1.964094, 1.017034], [-2.920419, -2.008103, 0.011011], [-3.909635, -0.478552, 0.015898], [-1.150268, 1.317413, -4.381985], [-2.108470, 0.780991, -6.201615], [-3.357124, 1.214133, -6.626940], [-3.887056, 0.726280, -7.820105], [-3.137891, -0.069793, -8.668407], [-1.893672, -0.494260, -8.235312], [-1.393725, -0.029110, -7.059221], [-2.378221, 2.962359, -4.012280], [-2.515527, 3.852397, -5.113425], [-3.374767, 4.906547, -5.001001], [-4.135114, 5.070563, -3.872960], [-4.019703, 4.188875, -2.815684], [-3.131936, 3.102122, -2.864690], [-3.990036, 1.886325, -5.976346], [-4.878089, 1.005856, -7.959888], [-3.543196, -0.496424, -9.571626], [-1.240821, -1.108391, -8.850284], [-0.320462, -0.305863, -6.792835], [-1.858805, 3.677156, -5.958596], [-3.410762, 5.613208, -5.846017], [-4.799251, 5.911833, -3.788587], [-4.657128, 4.406606, -1.907076], [-3.059654, 2.367140, -2.030414]], "forces_ev_per_a": [[0.07, 0.20, -0.87], [0.00, -1.68, -2.22], [-1.19, -0.41, 1.93], [0.81, -0.32, -1.34], [-0.92, -0.32, 0.69], [-2.05, 1.51, 0.05], [1.24, -0.31, 0.14], [-0.06, -0.14, -0.45], [0.25, -0.37, 1.45], [1.05, -0.96, -1.64], [0.21, -0.46, 1.06], [0.48, -1.32, -0.20], [-0.39, 0.54, 0.39], [0.15, 0.38, -1.25], [-0.28, 1.45, 0.21], [0.63, 0.38, 0.64], [0.00, 0.17, 0.52], [-0.03, 0.27, 0.20], [0.74, 0.16, -0.50], [-0.63, 0.37, 0.89], [-0.60, 1.11, 0.05], [-0.02, 0.26, -0.38], [0.31, -0.31, -0.16], [0.32, 0.80, 0.04], [-0.39, -0.21, 0.57], [0.23, 1.26, 0.81], [0.59, 0.34, -0.01], [-0.24, -0.81, 1.12], [-0.16, 1.01, -0.05], [0.27, -0.17, -0.67], [0.40, 0.28, -0.42], [-1.33, -0.78, 1.63], [-0.07, 1.44, -2.02], [-0.28, 0.30, 0.81], [0.62, -0.27, -0.02], [0.91, -0.83, 0.49], [0.10, -0.53, -0.30], [0.22, -0.26, 0.80], [-1.63, 0.43, -0.80], [0.42, -0.48, -0.30], [-0.15, -0.05, 0.11], [0.59, 0.48, 0.82], [-0.10, 0.04, 0.33], [-0.51, -0.44, 1.13], [1.22, -1.06, 0.84], [-0.63, 0.10, 0.72], [-0.11, 0.46, -1.15], [1.56, -1.09, 1.28], [0.55, -0.37, 0.08], [-0.02, -1.15, 0.18], [-0.05, 0.02, 0.11], [0.06, 0.23, -0.32], [-0.05, -1.04, -0.32], [0.01, -0.16, -0.55], [-0.24, 0.22, -0.26], [0.04, -0.20, 0.04], [0.01, 0.01, 0.05], [1.12, 0.11, -0.74], [-0.05, -0.14, -0.11], [0.10, -0.16, -0.18], [-0.40, 0.46, -0.38], [-0.05, -1.05, -0.50], [0.10, 0.06, 0.69], [0.02, 0.81, -0.25], [0.67, -0.55, -0.34], [-0.68, 0.75, 0.01], [-0.47, -0.06, -0.39], [0.30, 0.74, 0.51], [0.21, -0.10, -1.19], [0.26, -0.12, 0.06], [-0.68, 0.54, -0.38], [-0.22, 0.15, 0.12], [0.10, 0.38, -0.45], [-0.44, 0.12, -0.22], [-1.37, 0.41, 0.43], [0.23, 0.16, -0.29], [0.25, -0.36, -0.56], [-0.29, 0.15, -0.12], [-0.51, 0.50, 0.32], [0.92, -0.12, -0.12], [-1.02, -0.06, -0.62], [0.08, 0.16, 0.06], [0.13, 0.25, 0.75], [0.10, 1.45, 1.26], [0.57, -0.38, -0.11], [1.46, 0.37, 0.67], [-0.82, 0.92, -0.70], [-0.33, -0.26, 0.38], [-0.72, 0.06, -0.91], [0.80, -1.27, -0.86], [-1.01, -0.35, 0.45], [-0.18, 0.51, -0.53], [-0.79, -0.33, -0.14], [-0.17, 0.10, 0.02], [0.20, -0.22, -0.59], [0.62, -1.25, 0.85], [-0.10, -0.37, -0.08], [-0.01, 0.64, -0.02], [-0.70, 0.24, 1.24], [1.35, 0.25, 0.75], [-0.43, -0.76, 0.34], [0.24, 0.12, -1.12], [2.64, -0.56, 1.32], [-0.11, 0.22, -1.15], [0.91, -1.02, 1.46], [0.30, 0.77, -1.76], [-0.25, 0.10, 0.72], [-0.71, 0.21, 1.45], [-0.42, -0.06, 0.59], [0.78, -0.91, -0.84], [-1.60, 0.33, -0.96], [-0.17, 0.21, -0.19], [-0.31, -0.01, -0.04], [-1.51, 0.25, -0.26], [-0.29, 0.28, -0.13], [-0.24, -0.27, 0.57], [-0.20, 0.16, 0.00], [0.88, -0.57, -1.06], [-0.02, 0.68, -0.71]], "energy_ev": -99658.20501, "charge": 1, "de_lowest_kj_mol": 208.65, "homo_ha": -0.338}

=====

(2)
{"formula": "C45H58N5O2PRbS5Sb", "method": "ωB97M-V/def2-TZVPD", "symbols": ["Rb", "C", "O", "C", "N", "C", "C", "C", "C", "C", "C", "C", "C", "C", "C", "C", "C", "N", "C", "N", "C", "C", "O", "C", "C", "C", "C", "C", "C", "H", "H", "H", "H", "H", "H", "H", "H", "H", "H", "H", "H", "H", "H", "H", "H", "H", "H", "H", "S", "Sb", "S", "S", "S", "C", "N", "C", "C", "N", "C", "S", "H", "H", "H", "H", "H", "H", "C", "C", "C", "C", "C", "C", "P", "C", "C", "C", "C", "C", "C", "C", "C", "C", "C", "C", "C", "H", "H", "H", "H", "H", "H", "H", "H", "H", "H", "H", "H", "H", "H", "H", "H", "H", "H", "H", "H", "H", "H", "H", "H", "H", "H", "H", "H", "H", "H", "H", "H", "H"], "coordinates": [[0.136264, -1.494305, -1.359926], [3.027658, 2.624654, -3.866909], [3.994584, 1.839573, -3.143313], [3.294564, 0.792952, -2.619405], [2.058596, 0.710415, -2.847822], [1.688091, 1.868416, -3.669995], [1.057438, 1.498050, -4.988304], [0.163875, 2.374176, -5.588443], [-0.375111, 2.085097, -6.833615], [-0.027575, 0.911118, -7.482174], [0.858031, 0.028328, -6.881234], [1.404016, 0.323259, -5.642757], [4.111748, -0.125758, -1.791904], [5.488909, -0.152877, -1.981468], [6.240835, -0.990463, -1.180097], [5.599051, -1.726894, -0.203790], [4.214115, -1.615311, -0.079499], [3.473920, -0.849624, -0.876001], [3.547999, -2.335677, 1.035748], [2.314575, -2.459817, 1.266154], [2.208213, -3.131545, 2.578909], [3.639990, -3.628605, 2.838967], [4.444837, -2.858898, 1.927735], [1.221997, -4.263243, 2.680849], [1.067428, -4.873587, 3.926276], [0.203759, -5.948023, 4.069090], [-0.518144, -6.407894, 2.973893], [-0.371298, -5.795054, 1.739767], [0.511552, -4.731168, 1.590068], [3.327486, 2.659766, -4.913749], [3.024274, 3.630910, -3.448601], [0.979109, 2.469711, -3.095265], [-0.136502, 3.275101, -5.063196], [-1.093124, 2.761564, -7.280545], [-0.476917, 0.663029, -8.435111], [1.093376, -0.913067, -7.360369], [2.058398, -0.388261, -5.154057], [5.937888, 0.473697, -2.737475], [7.314253, -1.056130, -1.302811], [6.142006, -2.374032, 0.466967], [1.933116, -2.351661, 3.300278], [3.737920, -4.684871, 2.581974], [4.000001, -3.456114, 3.850932], [1.601580, -4.487969, 4.791226], [0.072026, -6.407094, 5.042694], [-1.232658, -7.213171, 3.089876], [-0.962650, -6.091183, 0.884095], [0.576461, -4.264734, 0.613282], [-3.536732, -4.543245, 1.250902], [-3.071622, -3.784813, -0.890181], [-3.059461, -1.418089, -0.812644], [-0.935282, -4.475893, -1.621465], [-4.625185, -4.539478, -2.464307], [-3.089286, 1.591010, -3.566805], [-3.781501, 0.348858, -3.788576], [-5.077131, 0.071721, -3.369743], [-5.241258, -1.259410, -3.465673], [-4.067422, -1.781457, -3.955453], [-3.146676, -0.810703, -4.110032], [-1.541495, -0.944275, -4.628065], [-3.799596, 2.416046, -3.637609], [-2.307902, 1.696309, -4.318243], [-2.624679, 1.584320, -2.575267], [-5.726535, 0.839852, -2.990206], [-6.038678, -1.912429, -3.161397], [-3.864561, -2.783675, -3.831003], [-4.085843, 3.757906, 1.200670], [-4.224859, 2.325627, 0.698892], [-3.180546, 1.422408, 1.363030], [-1.806456, 2.121952, 1.532867], [-1.682751, 3.260102, 0.513751], [-2.738784, 4.349076, 0.750103], [-0.448194, 0.889522, 1.253241], [-0.451498, -0.208360, 2.757702], [-0.714449, 0.450495, 4.136493], [-2.077205, 0.061848, 4.707260], [-2.185497, -1.453098, 4.930136], [-1.402246, -2.238550, 3.867301], [-1.324104, -1.460635, 2.562068], [1.143626, 1.841338, 1.566648], [1.779174, 2.296790, 0.246329], [3.263070, 2.643180, 0.440354], [3.524403, 3.299229, 1.809057], [2.271175, 4.012375, 2.305218], [1.159362, 2.991597, 2.594821], [-4.138910, 3.746957, 2.294731], [-4.910244, 4.388020, 0.855757], [-4.105171, 2.300908, -0.389353], [-5.221363, 1.929050, 0.901176], [-3.085036, 0.500189, 0.782198], [-3.554221, 1.122903, 2.343871], [-1.737330, 2.555718, 2.538480], [-1.795802, 2.833216, -0.488251], [-0.689754, 3.713347, 0.542901], [-2.872822, 4.921275, -0.173337], [-2.371971, 5.055646, 1.501832], [0.587385, -0.563844, 2.752162], [-0.635286, 1.538403, 4.080814], [0.061017, 0.125988, 4.841656], [-2.852300, 0.381143, 4.008766], [-2.261960, 0.604384, 5.640265], [-3.237779, -1.747029, 4.902472], [-1.814073, -1.706510, 5.929387], [-1.861261, -3.208602, 3.670893], [-0.385056, -2.432720, 4.228524], [-2.329426, -1.220335, 2.209235], [-0.915912, -2.090904, 1.769724], [1.796179, 1.040243, 1.940051], [1.243421, 3.166994, -0.145197], [1.672075, 1.509345, -0.500957], [3.593781, 3.309703, -0.362992], [3.863307, 1.732662, 0.353077], [4.373290, 3.985152, 1.748666], [3.797078, 2.532680, 2.541816], [1.939102, 4.724627, 1.542017], [2.482754, 4.598874, 3.203492], [0.195747, 3.506398, 2.621054], [1.311201, 2.575881, 3.593950]], "forces_ev_per_a": [[-0.16, 0.01, -0.17], [-0.01, 0.00, 0.00], [0.00, 0.00, 0.00], [-0.01, 0.04, 0.00], [-0.01, -0.07, -0.02], [0.00, 0.02, 0.02], [0.00, -0.04, -0.02], [0.01, 0.02, -0.02], [0.01, 0.00, 0.00], [0.02, 0.00, 0.00], [0.01, 0.01, -0.02], [0.00, 0.01, 0.01], [-0.02, -0.02, -0.05], [0.00, -0.02, -0.01], [0.00, 0.00, 0.00], [-0.02, -0.01, -0.01], [0.05, 0.00, -0.02], [0.02, 0.06, 0.08], [0.02, 0.05, 0.02], [0.05, 0.01, 0.03], [0.03, -0.04, -0.01], [0.00, 0.01, 0.02], [0.01, 0.01, 0.00], [-0.03, 0.03, 0.00], [-0.01, -0.02, 0.00], [0.00, 0.01, 0.01], [-0.01, 0.00, -0.01], [-0.02, 0.01, 0.00], [-0.02, 0.02, 0.02], [0.00, 0.01, 0.00], [0.00, 0.00, 0.02], [-0.02, -0.01, 0.00], [0.00, 0.01, 0.00], [0.00, 0.00, 0.00], [0.00, 0.00, 0.00], [0.00, 0.00, 0.00], [0.00, 0.00, 0.00], [0.00, 0.00, 0.00], [0.00, 0.00, 0.00], [0.00, 0.00, 0.00], [-0.02, -0.01, 0.00], [0.00, 0.00, 0.01], [0.01, 0.00, 0.00], [0.00, 0.00, 0.00], [0.00, 0.00, 0.00], [0.00, 0.00, 0.00], [-0.02, 0.00, -0.02], [0.00, -0.02, 0.01], [0.04, -0.01, 0.03], [0.03, 0.03, 0.07], [0.05, 0.00, 0.06], [-0.04, -0.07, 0.07], [0.01, 0.06, -0.06], [-0.01, 0.00, -0.03], [0.02, 0.00, 0.04], [-0.02, 0.01, -0.01], [0.02, -0.02, 0.00], [0.01, 0.06, -0.01], [-0.01, -0.05, 0.08], [0.02, 0.04, -0.03], [0.00, 0.00, 0.01], [0.00, 0.00, 0.01], [0.01, 0.00, -0.01], [0.00, 0.00, 0.00], [0.00, -0.01, 0.00], [-0.03, -0.07, -0.02], [0.00, -0.01, 0.00], [0.00, 0.00, -0.01], [0.00, -0.01, 0.02], [-0.01, 0.00, -0.05], [-0.02, -0.01, -0.01], [0.00, 0.01, 0.00], [0.12, -0.05, 0.05], [-0.01, 0.03, 0.03], [0.01, 0.01, 0.01], [0.00, 0.02, -0.01], [-0.02, -0.01, 0.02], [-0.02, -0.03, -0.04], [-0.02, 0.01, -0.07], [0.01, 0.02, 0.00], [0.00, -0.01, 0.01], [0.00, 0.01, 0.01], [0.00, 0.00, 0.00], [0.00, 0.00, 0.00], [0.00, 0.00, 0.00], [0.00, 0.00, 0.00], [0.00, 0.00, 0.00], [0.00, -0.01, 0.00], [0.01, 0.00, -0.01], [0.00, -0.02, -0.02], [0.00, 0.03, -0.01], [0.00, 0.00, -0.01], [0.01, 0.01, 0.01], [0.03, -0.01, -0.01], [0.00, 0.00, 0.00], [0.00, 0.00, 0.00], [0.00, 0.00, 0.00], [0.01, -0.01, 0.01], [0.00, 0.00, 0.00], [0.01, -0.02, 0.03], [0.00, -0.01, 0.00], [0.01, 0.00, -0.01], [0.00, 0.00, 0.00], [-0.01, -0.02, 0.02], [0.01, -0.01, 0.00], [-0.03, 0.01, 0.00], [0.02, 0.00, -0.02], [0.00, 0.01, 0.00], [-0.02, 0.01, 0.00], [-0.01, 0.01, 0.03], [0.00, 0.00, 0.00], [0.00, 0.01, 0.00], [0.00, 0.00, 0.00], [0.00, 0.00, 0.00], [0.00, 0.00, 0.00], [0.00, 0.00, 0.00], [0.00, 0.00, 0.00], [0.00, 0.00, 0.01]], "energy_ev": -129815.37906, "charge": -2, "de_lowest_kj_mol": 0.00, "homo_ha": -0.029}